1.
DFT (the ωB97M-V functional and the def2-TZVPD basis) results for a structure of composition C45H52BBaClIN4.

The calculation puts the energy above the lowest of the compared OMol25 structures with the same formula, charge and spin at 23.9 kcal/mol. For the orbital gap, the calculation gives 2.7867 eV. Its spin multiplicity is 1. Its net charge is -1. The molar mass comes out at 959.436 g mol⁻¹.

Cartesian coordinates (Å):
Ba1 2.897 0.949 -0.479
C1 -4.066 2.565 -1.666
C2 -3.952 1.027 -1.724
C3 -4.499 0.570 -3.090
C4 -4.512 0.243 -0.544
C5 -5.622 0.777 0.169
C6 -6.076 0.091 1.297
C7 -5.369 -1.014 1.748
C8 -4.326 -1.559 0.994
C9 -3.804 -2.892 1.562
C10 -3.508 -2.679 3.117
C11 -4.826 -3.982 1.279
C12 -3.858 -0.935 -0.182
N1 -2.671 -1.357 -0.907
B1 -1.754 -0.560 -1.691
N2 -0.768 -1.493 -2.104
C13 -1.268 -2.860 -1.885
C14 -2.413 -2.688 -1.149
C15 0.594 -1.327 -2.596
C16 1.631 -1.911 -1.793
C17 2.940 -1.806 -2.319
C18 3.102 -1.220 -3.595
C19 2.074 -0.577 -4.265
C20 0.817 -0.494 -3.728
C21 -0.276 0.337 -4.444
C22 0.126 1.546 -5.309
C23 -1.266 -0.466 -5.294
C24 1.460 -2.647 -0.521
C25 2.494 -2.378 0.510
C26 1.451 -4.194 -0.643
H1 -3.471 3.083 -2.497
H2 -3.620 2.932 -0.750
H3 -5.138 2.773 -1.714
H4 -2.850 0.731 -1.770
H5 -5.636 0.616 -3.176
H6 -4.069 -0.360 -3.516
H7 -4.099 1.445 -3.696
H8 -6.096 1.667 -0.217
H9 -6.973 0.385 1.884
H10 -5.491 -1.453 2.774
H11 -2.846 -3.263 1.128
H12 -4.417 -2.482 3.687
H13 -2.831 -1.827 3.209
H14 -3.058 -3.575 3.623
H15 -4.309 -4.892 1.032
H16 -5.299 -3.727 0.345
H17 -5.547 -4.257 2.074
H18 -0.667 -3.747 -2.022
H19 -3.018 -3.537 -0.800
H20 3.766 -2.305 -1.825
H21 4.078 -1.183 -4.055
H22 2.281 0.041 -5.153
H23 -0.945 0.797 -3.646
H24 0.570 1.310 -6.248
H25 0.897 2.069 -4.699
H26 -0.883 2.017 -5.372
H27 -0.746 -0.985 -6.085
H28 -1.994 0.237 -5.695
H29 -1.741 -1.230 -4.667
H30 0.488 -2.340 -0.122
H31 3.532 -2.618 0.166
H32 2.376 -3.065 1.346
H33 2.440 -1.369 0.990
H34 2.430 -4.668 -0.883
H35 0.812 -4.468 -1.513
H36 1.096 -4.644 0.281
I1 5.799 0.259 1.012
C27 6.284 1.782 -0.278
C28 7.514 2.404 -0.202
C29 7.775 3.514 -1.013
C30 6.843 3.919 -1.937
C31 5.603 3.236 -1.978
N3 5.337 2.224 -1.148
H37 8.286 1.839 0.290
H38 8.785 3.950 -0.985
H39 7.027 4.672 -2.695
H40 4.744 3.596 -2.562
N4 2.047 0.813 1.819
C32 1.661 0.947 2.979
C33 1.139 -0.156 3.944
C34 1.457 -0.064 5.301
C35 1.170 -1.096 6.157
C36 0.609 -2.295 5.672
C37 0.251 -2.395 4.330
C38 0.485 -1.281 3.450
C39 1.673 2.351 3.640
C40 2.603 3.414 3.265
C41 2.294 4.673 3.742
C42 1.314 4.933 4.704
C43 0.520 3.903 5.079
C44 0.635 2.660 4.492
H41 2.068 0.803 5.606
H42 1.293 -0.874 7.204
H43 0.409 -3.061 6.378
H44 -0.121 -3.342 3.944
H45 0.188 -1.361 2.428
H46 3.508 3.178 2.682
H47 2.908 5.447 3.270
H48 1.268 5.914 5.146
H49 -0.285 3.951 5.805
H50 0.038 1.826 4.819
Cl1 1.122 4.185 -0.913
C45 0.973 2.737 -1.938
H51 1.044 3.131 -2.933
H52 -0.042 2.491 -1.739



2.
DFT (the ωB97M-V functional and the def2-TZVPD basis) results for a structure of composition C45H52BBrCl2F4N8PRbSSi4Te.

The calculation puts the energy above the lowest of the compared OMol25 structures with the same formula, charge and spin at 47.5 kcal/mol. For the orbital gap (spin up / spin down), the calculation gives 3.4581 / 7.0910 eV. Its spin multiplicity is 2. Its net charge is -1. As for the expectation value of S²: 0.76. The molar mass comes out at 1331.034 g mol⁻¹.

Cartesian coordinates (Å):
Rb1 -0.165 -0.964 0.421
C1 3.754 -1.299 -0.566
C2 3.180 -1.624 0.675
N1 2.115 -2.394 0.511
N2 1.976 -2.579 -0.812
C3 2.950 -1.932 -1.488
B1 0.893 -3.497 -1.410
N3 -0.263 -3.626 -0.404
C4 -0.126 -4.221 0.802
C5 -1.309 -4.067 1.487
C6 -2.129 -3.354 0.594
N4 -1.487 -3.089 -0.534
N5 0.478 -2.899 -2.760
C7 0.835 -3.362 -3.980
C8 0.474 -2.415 -4.911
C9 -0.097 -1.385 -4.146
N6 -0.089 -1.684 -2.856
N7 1.461 -4.904 -1.653
C10 0.726 -6.000 -1.955
C11 1.598 -7.041 -2.169
C12 2.868 -6.467 -1.967
N8 2.775 -5.184 -1.659
H1 4.635 -0.709 -0.757
H2 3.507 -1.352 1.668
H3 3.015 -1.966 -2.563
H4 0.787 -4.719 1.082
H5 -1.557 -4.437 2.466
H6 -3.161 -3.063 0.720
H7 1.328 -4.312 -4.107
H8 0.611 -2.449 -5.978
H9 -0.523 -0.452 -4.483
H10 -0.350 -5.952 -2.002
H11 1.362 -8.059 -2.426
H12 3.837 -6.938 -2.030
Cl1 1.198 1.043 -1.146
C13 1.350 2.608 -1.843
C14 2.570 2.940 -2.408
C15 2.793 4.222 -2.877
C16 1.802 5.182 -2.744
C17 0.574 4.827 -2.218
Cl2 -0.630 6.059 -2.046
C18 0.285 3.517 -1.803
S1 -1.325 3.153 -1.204
H13 3.349 2.191 -2.450
H14 3.749 4.484 -3.308
H15 1.968 6.204 -3.053
F1 -3.510 1.093 6.852
C19 -2.490 1.275 5.976
C20 -1.157 1.337 6.436
F2 -0.941 1.416 7.767
C21 -0.113 1.384 5.561
F3 1.130 1.541 6.076
C22 -0.288 1.397 4.151
P1 0.911 0.842 2.900
C23 2.286 0.102 3.845
C24 2.153 -1.251 4.171
C25 3.146 -1.918 4.868
C26 4.300 -1.243 5.246
C27 4.442 0.101 4.930
C28 3.445 0.771 4.237
C29 1.670 2.435 2.357
C30 1.102 3.673 2.634
C31 1.627 4.830 2.072
C32 2.741 4.768 1.247
C33 3.332 3.537 0.987
C34 2.786 2.381 1.518
C35 -1.665 1.384 3.732
Br1 -2.009 1.567 1.875
C36 -2.717 1.336 4.607
F4 -3.990 1.340 4.163
H16 1.257 -1.781 3.863
H17 3.025 -2.967 5.107
H18 5.080 -1.765 5.786
H19 5.337 0.634 5.228
H20 3.565 1.821 4.006
H21 0.244 3.721 3.294
H22 1.164 5.788 2.279
H23 3.144 5.675 0.814
H24 4.211 3.477 0.356
H25 3.239 1.418 1.302
C37 -6.728 3.349 -3.714
Si1 -5.131 3.355 -2.685
C38 -4.425 5.110 -2.749
C39 -5.543 2.939 -0.889
Si2 -3.662 1.765 -3.653
Te1 -1.851 0.958 -2.066
Si3 -2.613 2.570 -5.613
C40 -3.944 3.426 -6.661
C41 -1.224 3.818 -5.314
C42 -1.855 1.168 -6.645
Si4 -4.817 -0.256 -4.061
C43 -5.922 -0.092 -5.599
C44 -5.943 -0.593 -2.573
C45 -3.780 -1.822 -4.283
H26 -7.415 4.130 -3.382
H27 -7.249 2.391 -3.640
H28 -6.512 3.524 -4.771
H29 -5.121 5.831 -2.314
H30 -4.216 5.422 -3.775
H31 -3.488 5.170 -2.189
H32 -6.201 3.688 -0.443
H33 -4.632 2.897 -0.287
H34 -6.035 1.968 -0.805
H35 -4.321 4.318 -6.153
H36 -4.795 2.763 -6.838
H37 -3.553 3.736 -7.633
H38 -1.528 4.587 -4.601
H39 -0.930 4.321 -6.239
H40 -0.336 3.328 -4.906
H41 -2.540 0.323 -6.754
H42 -0.941 0.795 -6.177
H43 -1.589 1.516 -7.646
H44 -6.558 0.796 -5.545
H45 -6.572 -0.965 -5.689
H46 -5.327 -0.020 -6.513
H47 -6.743 0.147 -2.489
H48 -5.363 -0.563 -1.647
H49 -6.401 -1.582 -2.647
H50 -3.134 -1.779 -5.162
H51 -4.438 -2.687 -4.392
H52 -3.142 -1.996 -3.412



What electronic energy values result from the calculations? In sequence: -2773.0511; -8292.6218 Ha.
What max |F| values result from the calculations? In sequence: 3.4; 1.1 eV Å⁻¹.